[1]
86
Properties=species:S:1:pos:R:3 method="wB97M-V/def2-TZVPD" charge=0 largest_force_ev_per_a=0.96 homo_energy_ev=-8.517 relative_energy_ev=0.558 mol_weight_g_mol=1139.0
F 2.8040 -8.0432 -1.6759
H -4.2531 -4.2443 -1.6862
C 1.6483 2.9118 2.6826
H -0.3275 2.4584 -3.1005
C 3.9520 -1.4808 -3.4822
H 1.3300 6.2269 2.0370
F 4.5614 -6.5978 -3.1652
H 1.9327 -5.1846 2.3330
H 3.4311 -5.2146 0.2728
H 3.7895 -3.7008 -0.5636
C -5.4392 -2.5828 -2.3416
C 5.1012 -0.8043 -3.8411
C 0.1647 4.6836 1.1276
F 1.7250 -0.5724 -6.1493
H 2.2098 2.2112 3.2836
C 2.4684 -6.8355 -2.1186
H -0.3334 0.7810 -3.1243
C -3.3925 -2.3746 -1.1015
C 2.2048 1.0909 -1.7840
F -2.5813 -3.4865 -8.2586
H -6.1873 -3.2046 -2.8158
N 0.9262 -1.6251 1.2904
C -1.9444 -2.1375 -6.4395
C -1.1742 2.8366 0.2119
F 3.9843 -2.1830 -2.3358
C 0.1873 -3.7923 -5.9714
C -1.7484 -3.2408 -7.2539
C 3.9363 0.0305 -5.7595
Ti 0.1434 0.1670 0.2034
F 6.1903 -0.8515 -3.0805
C 0.8891 -5.0466 -2.3024
N -1.3200 1.5940 -0.0518
F 6.1673 0.6496 -5.3521
C 1.6664 -4.1753 2.0455
H -2.5260 -2.8166 -0.6296
C 5.0884 -0.0348 -4.9918
C 2.3962 -3.5157 1.0621
C 0.2881 -2.2523 2.2701
C 3.5892 -4.1443 0.4082
C -4.6056 -0.4007 -1.7825
C 0.6096 -3.5407 2.6675
C -5.5642 -1.1984 -2.3808
H -6.4065 -0.7418 -2.8825
H -0.4328 5.3650 0.5354
Br -1.0731 -1.3746 3.2350
C -1.0631 -1.8931 -5.3985
F -0.3526 -4.6229 -2.0388
F -0.4574 -5.1249 -7.8154
F 3.8860 -4.1885 -4.0783
C -0.6679 -4.0740 -7.0240
C 1.8771 4.2704 2.7480
O -1.5112 -0.7619 0.1328
N 0.0481 1.6161 -2.6877
C 2.7884 -1.4601 -4.2246
O 3.3719 0.8093 -1.9235
Ge 1.2153 -2.4375 -3.5749
O 1.5842 0.9279 -0.6145
C 0.6838 2.4153 1.8056
F 3.9168 0.7743 -6.8673
C -4.3556 -3.1673 -1.7048
C 1.9679 -2.2464 0.7128
C 2.9918 -4.8365 -3.3195
H -4.6836 0.6764 -1.8105
N 1.4390 1.6355 -2.7783
N -2.4652 1.1365 -0.6716
F 0.3441 -7.0226 -1.1244
C -0.0741 3.3066 1.0192
H 2.4596 -1.6926 -0.0785
C 1.7663 -4.2605 -3.0340
O 0.4621 1.0970 1.7533
F -2.9645 -1.3136 -6.6752
C 1.1412 5.1654 1.9699
C 3.3620 -6.0952 -2.8741
C 0.0118 -2.7202 -5.1147
S 0.1381 -1.5370 -1.9583
F 1.2406 -4.6111 -5.8167
H 4.4790 -4.0165 1.0273
C -3.5195 -0.9909 -1.1370
H 2.6399 4.6455 3.4169
C 2.8151 -0.6830 -5.3675
C -2.4672 -0.1577 -0.5363
C 1.2199 -6.3088 -1.8345
H 0.0433 -4.0182 3.4519
F -1.2820 -0.7753 -4.6931
H 1.8806 1.5512 -3.6854
H -1.9214 3.5432 -0.1442

[2]
73
Properties=species:S:1:pos:R:3 method="wB97M-V/def2-TZVPD" charge=+1 spin_multiplicity=2 largest_force_ev_per_a=2.06 homo_energy_ev="-9.869 / -11.679" relative_energy_ev=2.160 mol_weight_g_mol=870.9
N 3.0003 -0.3621 1.9204
N 1.1979 3.1853 -0.3637
H 7.2730 2.4701 0.8600
C -0.0307 -2.1321 2.2119
C 1.6502 -4.4463 4.6882
C -5.8545 -2.6534 -0.4025
N 0.6714 -1.0181 1.7454
C -3.8803 -1.3755 -0.1805
C 3.5584 2.5959 -0.0340
C -3.3488 -2.3406 0.6752
N -2.9809 0.8860 -0.6004
C 2.9109 0.6943 1.0944
C -5.1360 -1.5037 -0.7286
C 4.3754 3.5933 -0.5147
C -0.6972 4.4364 1.8621
C 1.0881 -0.2850 -6.2162
H -0.4722 -1.0033 -7.5309
O 0.0220 -0.3071 -1.6019
C -2.9463 3.9821 2.7006
O -2.6988 -1.6871 -6.9394
H 2.4048 0.4082 -4.6601
C 5.3808 1.5018 1.1218
H 1.8088 -0.1428 -7.0088
N -1.7104 -0.7740 0.4137
C 0.5079 -0.1737 -3.8838
H 4.0824 -2.1747 3.9208
C -2.0401 1.8517 -0.2727
C -0.9444 3.4856 0.8718
C 4.0483 1.5698 0.7717
C 1.4271 0.0176 -4.9068
H -5.5399 -0.7569 -1.3972
C -5.3297 -3.6138 0.4566
N -0.8582 2.0258 -0.9198
C -4.0639 -3.4705 1.0169
H 1.5085 -5.3262 5.3006
H -0.3572 -4.4853 3.8813
H -3.7154 4.2104 3.4262
C 3.1226 -2.6718 3.9260
C 5.7275 3.5193 -0.1823
C 1.9900 -1.0832 2.2278
H -1.4885 -0.8163 -3.3903
C -0.7609 -0.6602 -4.1718
C 0.6002 -3.9842 3.9039
H -1.5732 5.4228 3.5335
C -0.1431 2.9248 -0.1686
C 2.8882 -3.8020 4.6991
C -1.7174 4.6783 2.7625
N -1.1997 -2.5536 1.8968
H 3.9892 4.3907 -1.1338
N 1.8320 1.1148 0.4763
C 2.1128 2.3832 -0.1086
N -2.4326 -1.4407 -5.7825
C 2.0721 -2.2100 3.1562
C -3.1965 3.0203 1.7370
O -3.2084 -1.5512 -4.8531
Ir 0.0627 0.1801 0.3278
H -4.1399 2.4925 1.7022
C 0.8348 -2.8540 3.1452
C -2.1833 2.7809 0.8109
C -0.1777 -0.7671 -6.5190
C -1.0772 -0.9396 -5.4833
H 5.7558 0.7085 1.7537
H -3.6533 -4.2133 1.6868
H 0.2410 4.9720 1.9189
H -5.9164 -4.4921 0.6876
C -2.8823 -0.3050 -0.2386
H -6.8368 -2.8037 -0.8284
O 1.8601 0.8223 -2.2224
H 3.6815 -4.1946 5.3202
C 6.2187 2.4944 0.6213
H 6.4084 4.2714 -0.5559
C -1.9954 -1.8972 1.0449
C 0.8739 0.1816 -2.4777

[3]
73
Properties=species:S:1:pos:R:3 method="wB97M-V/def2-TZVPD" charge=-2 largest_force_ev_per_a=1.64 homo_energy_ev=-0.994 mol_weight_g_mol=764.1
C 0.6633 6.4445 -1.0404
C 0.6638 4.1314 -1.6023
H -1.2843 -7.4215 -1.1266
H 2.4582 5.2576 -1.2755
N -2.3951 2.3467 -1.9017
C 1.0636 -2.7799 -2.0421
C -0.0892 0.0067 6.8141
H -5.2522 -2.5354 -1.3111
C -1.1735 -0.6316 6.2445
N 2.3338 -2.3950 -1.9142
N -0.0208 -2.0287 -2.2832
N -2.3928 -2.3852 -2.0916
N -2.0492 -0.0091 -2.3510
C 0.8778 0.5669 5.9836
H 5.2617 -2.5229 -1.3213
C -4.1351 0.6677 -1.6343
N 2.0120 1.2396 6.5861
H -1.2644 7.3665 -0.8331
C -0.4600 -0.2343 2.5023
H 1.1742 -7.4203 -1.0613
C -0.7329 6.4496 -1.0628
C 5.2614 -1.4396 -1.3126
H -5.2194 2.4535 -1.1446
C 0.6478 -6.4995 -1.2867
C -0.7491 -6.5003 -1.3291
H -7.2682 1.1748 -0.5123
H 5.2192 2.4671 -1.2168
C 2.6997 1.0661 -1.8152
C 2.7119 -1.1230 -1.8794
H -1.9273 -1.0674 6.8888
H 7.3291 -1.2530 -0.7746
C -4.1397 -0.7333 -1.6874
C 1.0596 2.7319 -1.8447
H 1.1953 7.3584 -0.8004
C -2.7817 -1.1124 -2.1114
C 6.4049 0.6727 -0.9803
O 0.4725 0.2647 1.8413
O -1.4940 -0.7915 2.0849
H -7.2755 -1.2821 -0.5908
H 1.5134 0.9183 3.9425
C -1.1288 2.7411 -1.9086
C 1.3651 -5.3331 -1.5155
C -1.4475 5.2946 -1.3547
H 2.4470 -5.3099 -1.4629
O 2.0747 1.2901 7.8086
C -0.7431 -4.1772 -1.8575
C 0.6601 -4.1763 -1.8065
H 7.3157 1.2035 -0.7259
C -1.2915 -0.7081 4.8612
N -0.0313 1.9778 -2.0367
N 1.9441 -0.0267 -2.0022
C -0.7392 4.1368 -1.6318
C 0.7702 0.4908 4.6006
C 6.4124 -0.7230 -1.0087
C 1.3756 5.2816 -1.3047
H -2.5400 -5.3287 -1.6198
C -6.3796 0.6516 -0.8480
O 2.8541 1.7306 5.8621
H -2.1310 -1.1957 4.3813
C 4.0981 0.6711 -1.5616
C -0.3235 -0.1505 4.0384
H 0.0247 0.0828 7.8852
C -6.3834 -0.7454 -0.8949
C -2.7730 1.0723 -2.0183
C 4.1057 -0.7309 -1.5953
Rb -0.4056 -0.2534 -0.3910
N 2.3290 2.3424 -1.7774
C -1.1248 -2.7815 -2.1367
C 5.2435 1.3847 -1.2521
C -1.4566 -5.3385 -1.6062
C -5.2606 -1.4524 -1.3026
H -2.5310 5.2881 -1.3624
C -5.2485 1.3724 -1.2050

[4]
73
Properties=species:S:1:pos:R:3 method="wB97M-V/def2-TZVPD" charge=-1 spin_multiplicity=4 largest_force_ev_per_a=0.54 homo_energy_ev="-3.602 / -3.979" mol_weight_g_mol=729.6
H 3.2551 3.5920 -2.5636
N -0.3522 -1.4625 1.3179
H -6.1766 1.0269 -1.2431
N -2.5829 -2.1232 1.8351
C 1.8209 -0.9352 0.7683
C 2.1793 0.9544 3.0269
C -4.5636 -1.0929 0.8719
O 0.3898 -0.9755 -1.1494
C 3.8622 3.0779 -1.8299
H -5.4658 -2.4406 2.2786
H 0.9225 2.4231 -5.2228
C -1.9774 1.9396 -3.4940
H 6.5386 3.5014 0.2093
C 1.5292 -4.7247 3.8958
O 2.0413 -2.5295 -1.0641
C -2.4433 2.8192 -5.6509
C -3.4435 0.2728 -0.6008
C -4.7670 -0.1262 -0.1068
N -0.8508 1.1503 -1.6590
C -0.4772 -3.2052 2.6992
H 1.9632 1.5397 3.9103
C -1.2259 -2.2645 1.9557
C 0.0840 1.4456 -2.6084
V -0.5859 0.1071 0.0785
C -3.1121 -1.2856 1.0169
H 5.2435 4.6815 -1.5183
C -6.0409 0.2764 -0.4758
C 3.3960 0.1751 3.0341
H -3.9702 2.3439 -4.2017
H -8.1255 -0.0246 -0.0836
C 3.6353 -0.1575 -0.2957
H 4.8767 -1.0989 2.2221
O -0.1041 2.8118 2.9453
H 5.9518 1.2151 0.9093
C 4.9587 3.6759 -1.2378
H -0.1009 -5.8257 4.8018
C 1.2841 1.0572 2.0144
C 0.0426 1.9001 2.1715
H -7.7705 -1.7302 1.6463
N 2.6135 -0.2531 -1.2519
C -2.1119 1.3897 -2.1655
O -0.9050 1.4744 1.3371
C 1.6266 -1.2458 -0.7400
C -0.8339 -4.2672 3.5546
H -3.1440 3.1631 -6.4019
H -1.8791 -4.4825 3.7395
C -5.6343 -1.6896 1.5184
C 2.3681 0.9805 -1.7984
C -7.1144 -0.3155 0.1727
H 1.4301 -2.8298 -1.7455
C 3.9298 -0.5949 2.0715
H 2.9575 -3.4982 2.8871
H 3.9761 0.2283 3.9495
C 4.2879 1.0918 -0.4707
C 0.1556 -5.0074 4.1399
C 0.9111 -2.9153 2.4545
C -0.1392 2.4097 -5.0119
C -6.9116 -1.2868 1.1575
C 3.5330 1.7875 -1.4409
C 1.9100 -3.7049 3.0708
C -1.0685 2.8411 -5.9396
C 0.9294 -1.8195 1.5816
N 3.2957 -0.8802 0.8395
N 1.2517 0.4135 0.8253
C 5.6990 2.9989 -0.2549
C -0.6097 1.9553 -3.7855
H 2.2832 -5.3364 4.3767
C -2.9137 2.3681 -4.4333
N 1.4052 1.4478 -2.5498
C 5.3792 1.7181 0.1425
N -2.4900 -0.4069 0.0983
N -3.2882 1.0799 -1.6253
H -0.7378 3.2018 -6.9055

[5]
72
Properties=species:S:1:pos:R:3 method="wB97M-V/def2-TZVPD" charge=-1 largest_force_ev_per_a=0.57 homo_energy_ev=-3.574 relative_energy_ev=0.000 mol_weight_g_mol=860.8
H -3.4270 3.0730 4.9938
H 5.1065 -1.2970 0.6391
C -3.1313 -1.4528 -0.0026
C 0.8242 1.2702 -2.7336
C -1.3368 -2.3910 -0.9338
H -1.7703 -4.3232 -3.1007
S -0.4255 1.4471 -1.5535
C 3.1318 -1.8100 -0.0165
H -4.0645 -4.9175 -3.8438
C 4.5052 -1.9825 0.0563
C 2.9315 2.0156 -3.6909
C 2.8440 1.0567 -4.7076
C -6.2013 1.3392 4.0228
H 1.6923 -0.5532 -5.4861
C -3.5236 1.6293 3.4004
C 1.8752 1.0543 1.9063
H -5.7613 -2.1968 -0.9850
C 3.8333 0.8988 -5.7901
C -4.3355 0.7344 2.6860
H 4.4807 2.2679 2.3713
C 1.2252 2.8120 3.2209
C -5.0441 -3.6071 -2.4592
H 2.0404 2.8428 -1.9282
C -2.6396 -3.8796 -2.6324
H 0.4738 4.4290 4.4226
H -6.0310 -3.8752 -2.8148
H 4.6005 2.5836 -5.2839
C 1.9579 2.1097 -2.7198
N -3.9139 -0.7841 0.8181
C -3.4785 0.0817 1.7169
H -0.0875 -0.3877 -3.7565
C 2.2459 -0.8361 0.5946
N -2.2129 0.5598 1.8624
C -4.9059 -2.6790 -1.4400
O 4.7716 1.8783 -5.9150
H -6.2863 -0.1196 2.4288
C -2.1876 1.4979 2.8514
C -4.0527 2.3866 4.4378
C -5.6808 0.5811 2.9892
C 1.7447 0.1889 -4.6996
C -2.4963 -2.9560 -1.6079
O 3.8766 -0.0312 -6.5574
N 0.5215 0.9974 2.0199
H 4.7193 4.3049 3.7907
C -3.6230 -2.3655 -1.0218
C 4.2522 -3.9226 -1.3680
H 2.2569 -4.4211 -2.0175
Pt -0.6232 -0.2596 1.0169
C 2.8812 -3.7495 -1.4423
N -0.0949 -2.7637 -1.1603
C 3.6222 2.7330 2.8383
C 0.7603 0.2849 -3.7418
N 0.9658 -1.1384 0.2494
C 2.3207 -2.6816 -0.7556
C -3.9222 -4.1992 -3.0460
C 2.6182 4.4713 4.1937
C 2.3533 2.2086 2.6493
H 2.7474 5.3637 4.7936
C 3.7425 3.8690 3.6216
H 6.1268 -3.2207 -0.5913
C 0.0799 2.0132 2.8147
H -7.2471 1.2450 4.2875
C 5.0581 -3.0516 -0.6277
C -5.3941 2.2308 4.7385
H 4.7181 -4.7498 -1.8890
N -1.7713 -1.4961 -0.0043
N -1.1490 2.2135 3.2419
N 2.6692 0.1904 1.3060
H -5.8315 2.8023 5.5478
H 3.7726 2.7023 -3.6286
C 1.3486 3.9540 3.9975
C 0.9542 -2.2231 -0.5729

[6]
85
Properties=species:S:1:pos:R:3 method="wB97M-V/def2-TZVPD" charge=+1 largest_force_ev_per_a=0.52 homo_energy_ev="-10.435 / -10.429" mol_weight_g_mol=1008.2
F -4.6306 2.6000 -3.9333
H 7.8222 0.3717 0.3114
C 4.9209 -1.3384 0.2265
C -2.8320 3.4547 1.8982
C 2.7209 -1.4989 2.8335
C -2.7745 -0.4871 -4.1457
H -0.2314 1.5972 -5.1563
C -5.2194 -4.1997 0.7879
C -3.4589 0.6534 -4.5290
C 4.5210 0.8896 -0.1622
N 2.1920 1.6301 0.0681
C -4.1098 1.9911 3.2978
Ge -2.5506 -0.3333 0.0609
H 0.1864 2.1781 -0.2080
C -3.9581 1.5121 -3.5658
F -3.8306 4.2535 3.8685
C -2.6010 2.3945 1.0468
C 0.3581 1.9746 -3.1245
C 1.8626 -0.8465 4.9490
H 1.9921 -1.4320 -3.1453
C 5.8675 1.1875 -0.0420
C -5.7725 -2.9893 0.4018
C -3.0928 1.1199 1.2721
C 1.0418 1.6976 2.2939
C 0.9989 1.4453 -2.0183
H 3.2666 -2.1966 2.2188
C 6.2813 -1.1266 0.3428
H 0.7616 0.9984 4.8817
O 1.8840 -2.4672 0.4749
C 0.8804 -0.0280 -4.2912
F -4.2875 2.0656 -1.3359
C -3.0458 0.1083 -1.8061
F -1.7427 -3.3463 1.0577
F -3.6353 0.9189 -5.8193
F -4.3417 -0.2496 2.7393
N 2.1659 -0.4532 2.2075
C 1.3193 0.2590 4.3234
H 2.3739 -4.2472 -1.2682
N 1.5510 0.2242 -2.0042
H 3.8424 2.9308 -0.2621
C 1.5045 -0.4748 -3.1440
C -3.5684 -1.9624 0.4441
H 2.9980 -3.0570 -2.4503
C 6.7652 0.1645 0.2141
C 2.1469 2.2571 1.4145
H 1.7255 -1.0035 6.0104
C -3.5984 3.2488 3.0344
F -5.4888 -0.7314 -0.1223
F -5.9958 -5.2620 0.9517
C 3.5075 1.9278 -0.5414
F -2.3240 4.6618 1.6438
C 1.1262 2.2275 -0.7551
C -3.7498 1.2227 -2.2262
C 0.2768 1.2187 -4.2792
H -0.0721 2.9660 -3.0684
H 1.3549 3.2779 -0.9690
C 2.6054 -1.7323 4.1876
H 0.8657 -0.6542 -5.1713
H 0.1440 1.4908 1.7085
H 3.0782 -2.6002 4.6234
C -3.8563 -4.2987 1.0047
F -2.2972 -1.3185 -5.0760
C -3.8460 0.9502 2.4204
C -4.9371 -1.9023 0.2402
F -1.9083 -1.8533 -2.4769
C -2.5860 -0.7408 -2.8008
C 2.2027 -3.2823 -1.7428
H 6.2016 2.2101 -0.1533
F -1.8527 2.6411 -0.0489
S -0.4404 -0.5848 0.1281
H 0.7830 2.4333 3.0551
H 3.1162 2.0938 1.8895
C 1.5027 0.4404 2.9602
H 1.2516 -3.3193 -2.2803
H 3.4015 1.9085 -1.6271
H 4.5125 -2.3352 0.3341
Mn 1.9647 -0.4734 0.0203
C -3.0495 -3.1857 0.8321
F -7.0825 -2.8886 0.1981
C 2.0769 -2.2382 -0.6920
H 6.9388 -1.9616 0.5367
F -3.3292 -5.4649 1.3751
H 2.0243 3.3362 1.2757
N 4.0473 -0.3566 -0.0147
F -4.8358 1.7886 4.3921

What did the third record say?
73
Properties=species:S:1:pos:R:3 method="wB97M-V/def2-TZVPD" charge=-2 largest_force_ev_per_a=1.64 homo_energy_ev=-0.994 mol_weight_g_mol=764.1
C 0.6633 6.4445 -1.0404
C 0.6638 4.1314 -1.6023
H -1.2843 -7.4215 -1.1266
H 2.4582 5.2576 -1.2755
N -2.3951 2.3467 -1.9017
C 1.0636 -2.7799 -2.0421
C -0.0892 0.0067 6.8141
H -5.2522 -2.5354 -1.3111
C -1.1735 -0.6316 6.2445
N 2.3338 -2.3950 -1.9142
N -0.0208 -2.0287 -2.2832
N -2.3928 -2.3852 -2.0916
N -2.0492 -0.0091 -2.3510
C 0.8778 0.5669 5.9836
H 5.2617 -2.5229 -1.3213
C -4.1351 0.6677 -1.6343
N 2.0120 1.2396 6.5861
H -1.2644 7.3665 -0.8331
C -0.4600 -0.2343 2.5023
H 1.1742 -7.4203 -1.0613
C -0.7329 6.4496 -1.0628
C 5.2614 -1.4396 -1.3126
H -5.2194 2.4535 -1.1446
C 0.6478 -6.4995 -1.2867
C -0.7491 -6.5003 -1.3291
H -7.2682 1.1748 -0.5123
H 5.2192 2.4671 -1.2168
C 2.6997 1.0661 -1.8152
C 2.7119 -1.1230 -1.8794
H -1.9273 -1.0674 6.8888
H 7.3291 -1.2530 -0.7746
C -4.1397 -0.7333 -1.6874
C 1.0596 2.7319 -1.8447
H 1.1953 7.3584 -0.8004
C -2.7817 -1.1124 -2.1114
C 6.4049 0.6727 -0.9803
O 0.4725 0.2647 1.8413
O -1.4940 -0.7915 2.0849
H -7.2755 -1.2821 -0.5908
H 1.5134 0.9183 3.9425
C -1.1288 2.7411 -1.9086
C 1.3651 -5.3331 -1.5155
C -1.4475 5.2946 -1.3547
H 2.4470 -5.3099 -1.4629
O 2.0747 1.2901 7.8086
C -0.7431 -4.1772 -1.8575
C 0.6601 -4.1763 -1.8065
H 7.3157 1.2035 -0.7259
C -1.2915 -0.7081 4.8612
N -0.0313 1.9778 -2.0367
N 1.9441 -0.0267 -2.0022
C -0.7392 4.1368 -1.6318
C 0.7702 0.4908 4.6006
C 6.4124 -0.7230 -1.0087
C 1.3756 5.2816 -1.3047
H -2.5400 -5.3287 -1.6198
C -6.3796 0.6516 -0.8480
O 2.8541 1.7306 5.8621
H -2.1310 -1.1957 4.3813
C 4.0981 0.6711 -1.5616
C -0.3235 -0.1505 4.0384
H 0.0247 0.0828 7.8852
C -6.3834 -0.7454 -0.8949
C -2.7730 1.0723 -2.0183
C 4.1057 -0.7309 -1.5953
Rb -0.4056 -0.2534 -0.3910
N 2.3290 2.3424 -1.7774
C -1.1248 -2.7815 -2.1367
C 5.2435 1.3847 -1.2521
C -1.4566 -5.3385 -1.6062
C -5.2606 -1.4524 -1.3026
H -2.5310 5.2881 -1.3624
C -5.2485 1.3724 -1.2050

Q: What is the charge in the second record?
A: +1